Entry from the OMol25 dataset: 3 unconnected molecules or ions with the total composition C4H14O2S at a distorted geometry (ωB97M-V/def2-TZVPD).

**Relative energy (zero: lowest compared OMol25 entry of this formula, charge and spin)**: 59.4 kJ/mol
**Calculated total energy**: -709.44305 Eh
**HOMO level**: -9.08 eV
**Gap between HOMO and LUMO**: 9.442 eV

```
! wB97M-V def2-TZVPD RIJCOSX def2/J DEFGRID3
* xyz 0 1
C -0.494 -0.562 -2.069
C 0.898 -0.598 -1.458
C 1.028 -0.618 0.083
C 0.070 -1.570 0.799
S 0.690 -3.295 0.595
H -1.227 -1.037 -1.414
H -0.857 0.440 -2.210
H -0.580 -1.082 -3.012
H 1.512 0.253 -1.787
H 1.463 -1.402 -1.914
H 0.803 0.407 0.348
H 2.041 -0.900 0.369
H -0.961 -1.471 0.485
H 0.037 -1.404 1.871
H 1.137 -3.456 1.843
H -1.749 0.772 2.608
H -0.811 1.898 3.090
O -1.412 1.644 2.386
H -0.286 4.096 0.548
H -1.016 3.672 -0.751
O -0.285 4.211 -0.411
*
```

=====

Entry from the OMol25 dataset: C7H10 in the gas phase at a distorted geometry (ωB97M-V/def2-TZVPD).

**Relative energy (zero: lowest compared OMol25 entry of this formula, charge and spin)**: 214.5 kJ/mol
**Calculated total energy**: -272.63629 Eh
**HOMO level**: -8.37 eV
**Gap between HOMO and LUMO**: 9.443 eV

```
! wB97M-V def2-TZVPD RIJCOSX def2/J DEFGRID3
* xyz 0 1
C 0.483 -0.186 2.795
C 1.734 0.202 3.039
C -0.112 0.086 0.449
C 0.089 -0.741 1.472
C -1.155 0.171 -3.233
C -0.456 0.510 -1.944
C -0.510 -0.312 -0.892
H -0.249 -0.082 3.585
H 2.466 -0.200 2.347
H 1.997 0.759 3.924
H 0.122 1.130 0.637
H 0.260 -1.809 1.361
H -0.716 0.704 -4.075
H -2.165 0.581 -3.163
H -1.169 -0.902 -3.394
H 0.068 1.454 -1.833
H -0.686 -1.364 -1.077
*
```

=====

Entry from the OMol25 dataset: a molecular structure, C20H33AsBr2GeNOPtSe at a distorted geometry (ωB97M-V/def2-TZVPD).

**Calculated total energy**: -12893.10112 Eh
**HOMO level (spin up / spin down)**: -10.06 / -10.05 eV
**Gap between HOMO and LUMO (spin up / spin down)**: 7.345 / 5.335 eV

```
! wB97M-V def2-TZVPD RIJCOSX def2/J DEFGRID3
* xyz 1 3
Pt 0.185 -0.584 -0.858
Br -3.365 -4.163 -0.564
C -1.548 -4.469 -0.977
C -1.038 -5.755 -1.063
C 0.300 -5.956 -1.320
Br 0.946 -7.739 -1.419
C 1.196 -4.864 -1.443
C 2.590 -4.984 -1.601
C 3.369 -3.852 -1.612
C 2.759 -2.605 -1.453
N 1.454 -2.458 -1.342
C 0.662 -3.551 -1.366
C -0.762 -3.328 -1.250
O -1.275 -2.179 -1.385
H -1.695 -6.598 -0.920
H 3.029 -5.966 -1.703
H 4.438 -3.911 -1.733
H 3.353 -1.701 -1.412
C -1.464 -2.656 2.849
C -0.163 -1.864 2.824
As -0.259 -0.345 1.560
C 1.098 0.873 2.315
C 2.474 0.452 1.803
C -2.008 0.497 1.908
C -2.122 1.089 3.308
H -1.382 -3.515 3.517
H -1.712 -3.017 1.848
H -2.285 -2.031 3.202
H 0.673 -2.507 2.522
H 0.072 -1.462 3.819
H 1.056 0.838 3.407
H 0.872 1.895 1.995
H 2.707 -0.567 2.119
H 3.246 1.118 2.179
H 2.491 0.476 0.707
H -2.783 -0.257 1.733
H -2.161 1.268 1.147
H -1.941 0.328 4.067
H -3.118 1.499 3.474
H -1.397 1.890 3.452
C -0.703 4.349 0.910
Ge -0.121 4.612 -0.970
C -1.711 4.949 -2.099
C 1.367 5.900 -1.236
C 0.569 2.774 -1.519
Se -0.893 1.479 -1.681
C -0.925 1.292 -3.610
H -1.236 5.216 1.287
H 0.136 4.162 1.575
H -1.376 3.495 0.953
H -2.284 5.795 -1.730
H -2.358 4.073 -2.082
H -1.437 5.158 -3.128
H 1.072 6.901 -0.934
H 1.646 5.935 -2.286
H 2.241 5.615 -0.655
H 1.257 2.390 -0.764
H 1.088 2.791 -2.476
H -1.210 2.248 -4.046
H -1.670 0.540 -3.862
H 0.051 0.987 -3.981
*
```

=====

Entry from the OMol25 dataset: C4H6P2 in the gas phase at a distorted geometry (ωB97M-V/def2-TZVPD).

**Relative energy (zero: lowest compared OMol25 entry of this formula, charge and spin)**: 223.8 kJ/mol
**Calculated total energy**: -838.57090 Eh
**HOMO level**: -7.93 eV
**Gap between HOMO and LUMO**: 7.875 eV

```
! wB97M-V def2-TZVPD RIJCOSX def2/J DEFGRID3
* xyz 0 1
C -1.363 -0.507 -0.061
C 0.212 0.171 0.044
C -2.122 -1.768 -0.037
C 2.428 1.598 -0.006
P -1.299 1.167 0.212
P 1.807 -0.250 -0.169
H -1.965 -2.409 0.745
H -1.980 -2.398 -0.891
H -3.203 -1.527 0.025
H 1.620 1.959 0.595
H 3.459 1.692 0.424
H 2.405 2.272 -0.881
*
```

=====

Entry from the OMol25 dataset: 2 unconnected molecules or ions with the total composition CH6ClN2OP at a distorted geometry (ωB97M-V/def2-TZVPD).

**Relative energy (zero: lowest compared OMol25 entry of this formula, charge and spin)**: 20.0 kJ/mol
**Calculated total energy**: -1027.93535 Eh
**HOMO level (spin up / spin down)**: -7.57 / -10.35 eV
**Gap between HOMO and LUMO (spin up / spin down)**: 8.372 / 9.310 eV

```
! wB97M-V def2-TZVPD RIJCOSX def2/J DEFGRID3
* xyz 0 3
C -3.294 -0.666 -0.721
N 1.911 1.460 -0.297
N 1.503 -0.473 1.444
O 1.706 -1.002 -1.105
P 1.127 -0.040 -0.165
Cl -1.637 -0.445 -1.067
H -3.834 0.223 -0.455
H -3.550 -1.588 -0.228
H 1.439 2.273 0.071
H 2.244 1.594 -1.244
H 1.292 -1.450 1.609
H 1.096 0.115 2.158
*
```

=====

Entry from the OMol25 dataset: 2 unconnected molecules or ions with the total composition C5H9N2O at a distorted geometry (ωB97M-V/def2-TZVPD).

**Relative energy (zero: lowest compared OMol25 entry of this formula, charge and spin)**: 488.7 kJ/mol
**Calculated total energy**: -380.26566 Eh
**HOMO level (spin up / spin down)**: -13.07 / -13.06 eV
**Gap between HOMO and LUMO (spin up / spin down)**: 8.537 / 8.533 eV

```
! wB97M-V def2-TZVPD RIJCOSX def2/J DEFGRID3
* xyz 1 1
C 0.189 1.607 -0.645
C 2.501 -0.089 -0.281
C -0.854 0.893 1.169
C 0.282 0.179 -0.878
C -1.407 -1.311 -0.128
N -0.448 1.968 0.384
N -0.263 -0.467 0.280
O 2.633 -0.659 0.710
H 0.808 2.241 -1.311
H 3.263 0.287 -1.021
H -0.533 0.829 2.159
H -1.855 0.613 1.022
H 0.411 -0.404 -1.772
H -1.416 -2.026 0.653
H -2.428 -0.915 -0.166
H -1.155 -1.669 -1.072
H 0.272 -1.078 0.898
*
```